Below is a 13-piece molecular cluster, C60H159N13O17 overall in a non-equilibrium geometry, with properties calculated with ωB97M-V/def2-TZVPD.

Output
Kohn-Sham gap (alpha / beta) (Eh): 0.042 / 0.309
2S+1: 2
Net charge: -1
F_max (eV/Å): 5.26
Energy (eV): -118957.90595

Cartesian coordinates (Å):
C 7.987 -2.209 -3.392
O 8.863 -1.838 -4.485
C 10.002 -1.109 -4.094
C 9.694 0.352 -3.512
N 9.235 0.525 -2.156
C 10.247 0.326 -1.180
C 9.646 -0.046 0.144
O 8.811 -1.228 -0.142
C 8.380 -1.718 1.124
H 8.608 -2.794 -2.713
H 7.352 -3.010 -3.769
H 7.298 -1.422 -3.087
H 10.437 -0.886 -5.068
H 10.614 -1.676 -3.392
H 8.840 0.717 -4.082
H 10.479 1.062 -3.773
H 8.716 -0.340 -2.097
H 10.817 1.252 -1.108
H 10.942 -0.484 -1.401
H 8.911 0.611 0.607
H 10.489 -0.274 0.797
H 7.472 -2.296 0.950
H 7.966 -0.925 1.747
H 9.126 -2.208 1.750
C 2.090 4.019 -3.860
O 0.846 3.380 -4.046
C -0.144 4.072 -3.293
C -0.938 4.961 -4.305
N -2.246 5.362 -3.780
C -3.046 6.044 -4.848
C -4.518 5.976 -4.371
O -4.803 4.581 -4.167
C -6.176 4.372 -4.189
H 1.922 5.095 -3.902
H 2.845 3.745 -4.597
H 2.445 3.791 -2.855
H 0.190 4.465 -2.333
H -0.936 3.404 -2.956
H -0.962 4.396 -5.237
H -0.234 5.789 -4.382
H -2.832 4.544 -3.686
H -2.902 5.519 -5.792
H -2.702 7.073 -4.949
H -5.114 6.321 -5.217
H -4.739 6.709 -3.595
H -6.834 4.974 -3.563
H -6.377 3.319 -3.992
H -6.500 4.589 -5.207
C -6.146 4.904 5.044
O -5.607 4.315 3.826
C -5.458 5.501 2.966
C -4.853 5.039 1.644
N -5.822 4.269 0.920
C -7.030 4.965 0.405
C -7.692 3.932 -0.525
O -8.016 2.668 0.085
C -7.762 1.465 -0.595
H -7.046 5.462 4.785
H -5.517 5.667 5.502
H -6.368 4.044 5.676
H -4.758 6.147 3.496
H -6.406 6.006 2.780
H -3.985 4.423 1.880
H -4.359 5.813 1.056
H -6.007 3.483 1.527
H -6.781 5.858 -0.168
H -7.663 5.267 1.239
H -7.010 3.782 -1.362
H -8.570 4.350 -1.017
H -8.082 1.608 -1.627
H -8.310 0.697 -0.049
H -6.726 1.129 -0.554
C -3.550 2.282 -1.777
O -2.338 1.797 -1.322
C -1.889 2.443 -0.043
C -0.453 2.164 0.391
N -0.160 0.686 0.531
C 1.284 0.490 0.873
C 1.762 -0.916 0.565
O 3.001 -1.042 1.288
C 3.628 -2.344 1.304
H -3.409 3.270 -2.216
H -4.257 2.409 -0.958
H -4.166 1.690 -2.454
H -2.570 2.145 0.754
H -1.988 3.526 -0.118
H -0.311 2.695 1.332
H 0.314 2.515 -0.300
H -0.523 0.096 -0.203
H 1.421 0.683 1.937
H 2.092 1.066 0.422
H 1.943 -1.044 -0.502
H 0.982 -1.659 0.732
H 3.529 -2.753 2.310
H 4.678 -2.131 1.103
H 3.233 -3.046 0.570
C -2.452 3.690 4.725
C -0.961 3.698 5.070
C -0.289 2.266 4.997
O 0.960 2.350 5.647
C 2.131 2.088 4.812
N -0.244 4.580 4.123
H -2.752 3.554 3.686
H -3.000 4.552 5.106
H -2.922 2.958 5.381
H -1.054 4.093 6.082
H -0.242 1.842 3.993
H -0.979 1.548 5.442
H 1.962 1.109 4.362
H 3.092 2.270 5.293
H 2.193 2.611 3.857
H -0.462 5.547 4.321
H 0.756 4.579 4.261
C 5.135 -0.996 7.990
C 5.228 -2.002 6.839
C 6.558 -2.122 6.081
O 6.235 -2.621 4.794
C 7.243 -2.773 3.898
N 4.828 -3.314 7.293
H 4.154 -0.908 8.458
H 5.347 0.001 7.605
H 5.684 -1.274 8.890
H 4.392 -1.715 6.202
H 7.208 -2.801 6.633
H 6.999 -1.125 6.070
H 6.853 -2.925 2.892
H 7.780 -3.694 4.128
H 8.023 -2.012 3.851
H 4.667 -3.822 6.435
H 4.018 -3.471 7.876
C -0.989 -4.377 -2.452
C -0.854 -5.322 -1.154
C -1.201 -4.592 0.164
O -0.614 -5.395 1.173
C -0.718 -4.918 2.547
N -1.662 -6.518 -1.418
H -1.953 -4.405 -2.961
H -0.338 -4.820 -3.206
H -0.535 -3.401 -2.283
H 0.178 -5.670 -1.124
H -2.264 -4.428 0.341
H -0.767 -3.592 0.168
H -0.099 -4.043 2.742
H -0.471 -5.651 3.315
H -1.744 -4.655 2.806
H -1.496 -6.941 -0.516
H -2.574 -6.115 -1.260
C -6.140 -5.111 0.791
C -5.432 -4.385 -0.328
C -4.630 -3.239 0.287
O -3.759 -2.699 -0.758
C -3.137 -1.564 -0.504
N -4.471 -5.278 -0.848
H -5.386 -5.545 1.448
H -7.006 -5.644 0.400
H -6.683 -4.384 1.395
H -6.113 -3.905 -1.030
H -4.040 -3.571 1.141
H -5.253 -2.370 0.500
H -2.656 -1.546 0.475
H -3.853 -0.756 -0.655
H -2.323 -1.468 -1.222
H -4.939 -5.805 -1.572
H -3.880 -4.597 -1.303
C 5.260 0.987 1.628
C 5.662 2.216 2.351
C 7.191 2.453 2.520
O 7.765 1.254 3.020
C 8.833 1.412 3.973
N 4.931 3.310 1.889
H 5.646 0.822 0.622
H 4.185 0.907 1.790
H 5.713 0.332 2.372
H 5.309 2.037 3.367
H 7.548 3.382 2.966
H 7.577 2.492 1.502
H 9.141 0.412 4.279
H 8.339 1.838 4.846
H 9.628 2.079 3.637
H 4.725 3.258 0.901
H 5.395 4.163 2.167
C -6.798 -2.993 -3.798
C -6.536 -1.581 -3.379
C -5.403 -0.897 -4.268
O -5.936 -0.901 -5.613
C -4.951 -0.758 -6.636
N -7.834 -0.954 -3.605
H -7.643 -3.272 -3.168
H -5.960 -3.447 -3.269
H -6.891 -3.368 -4.817
H -6.307 -1.536 -2.314
H -4.468 -1.414 -4.051
H -5.298 0.131 -3.921
H -4.012 -1.225 -6.339
H -4.802 0.321 -6.626
H -5.245 -1.149 -7.610
H -8.031 -0.949 -4.595
H -7.737 -0.002 -3.281
C 4.534 -6.081 1.070
C 5.082 -5.710 -0.303
C 4.026 -5.532 -1.393
O 4.585 -4.963 -2.570
C 3.617 -4.611 -3.541
N 5.945 -4.472 -0.132
H 5.397 -6.334 1.686
H 3.816 -6.901 1.062
H 4.044 -5.256 1.586
H 5.835 -6.458 -0.549
H 3.199 -4.956 -0.977
H 3.856 -6.570 -1.679
H 3.075 -5.488 -3.894
H 4.232 -4.255 -4.368
H 2.768 -3.974 -3.294
H 6.812 -4.668 0.346
H 6.147 -4.009 -1.007
C -1.996 -0.334 -4.234
C -0.527 -0.462 -3.898
C 0.585 -0.300 -5.016
O 0.431 -1.231 -6.062
C 1.314 -0.919 -7.142
N -0.410 0.654 -2.943
H -2.778 -0.240 -3.481
H -2.222 -1.222 -4.825
H -2.182 0.538 -4.861
H -0.449 -1.452 -3.449
H 1.516 -0.555 -4.510
H 0.655 0.736 -5.348
H 1.066 -1.553 -7.994
H 2.346 -1.223 -6.966
H 1.275 0.086 -7.561
H -1.316 0.867 -2.549
H -0.198 1.553 -3.352
C -7.685 1.155 3.206
C -6.534 0.365 2.522
C -5.209 1.027 3.050
O -4.065 0.377 2.498
C -3.377 -0.446 3.467
N -6.550 -1.073 2.828
H -7.463 2.222 3.239
H -7.861 0.884 4.247
H -8.680 1.031 2.777
H -6.440 0.509 1.446
H -5.225 1.067 4.140
H -5.171 2.057 2.695
H -3.069 0.247 4.251
H -2.523 -1.021 3.109
H -4.082 -1.191 3.834
H -5.686 -1.557 3.025
H -7.287 -1.470 3.392

Forces on atoms 1 to 6 (eV/Å):
0.57 -1.38 -1.73
-1.04 0.06 0.80
-0.72 2.01 0.14
-0.48 -0.05 -1.65
-0.32 -1.46 -0.44
0.59 0.83 0.75

Results of the Mulliken charge analysis, in e, for atoms 1 through 99:
1 C -0.92
2 O -0.39
3 C -0.37
4 C -0.94
5 N -0.31
6 C -0.61
7 C 0.07
8 O -0.15
9 C -0.62
10 H 0.36
11 H 0.32
12 H 0.43
13 H 0.33
14 H 0.31
15 H 0.44
16 H 0.46
17 H 0.10
18 H 0.47
19 H 0.31
20 H -0.41
21 H 0.40
22 H 0.07
23 H 0.10
24 H 0.36
25 C -1.13
26 O 0.03
27 C 0.57
28 C -0.66
29 N -0.21
30 C -0.65
31 C -0.90
32 O 0.03
33 C -1.02
34 H 0.31
35 H 0.25
36 H 0.31
37 H 0.52
38 H -1.14
39 H 0.25
40 H 0.33
41 H 0.26
42 H 0.33
43 H 0.43
44 H 0.45
45 H 0.34
46 H 0.35
47 H 0.04
48 H 0.49
49 C -1.57
50 O 0.68
51 C -1.03
52 C -0.24
53 N 0.82
54 C -1.06
55 C -0.23
56 O -0.29
57 C -0.71
58 H 0.38
59 H 0.40
60 H 0.19
61 H 0.60
62 H 0.35
63 H -0.45
64 H 0.63
65 H -0.64
66 H 0.33
67 H 0.44
68 H -0.12
69 H 0.52
70 H 0.48
71 H 0.41
72 H -0.02
73 C 0.97
74 O 1.16
75 C -0.36
76 C -1.30
77 N 0.47
78 C -0.25
79 C -0.79
80 O 0.17
81 C -0.19
82 H -0.25
83 H 0.04
84 H -0.97
85 H -0.10
86 H 0.34
87 H 0.52
88 H 0.24
89 H -0.47
90 H -0.13
91 H 0.27
92 H 0.40
93 H 0.15
94 H 0.30
95 H 0.00
96 H -0.11
97 C -0.95
98 C 0.53
99 C -0.12